Entry 1:
{
  "formula": "C4H11INO",
  "method": "ωB97M-V/def2-TZVPD",
  "total_charge": -1,
  "homo_lumo_gap_ev": 6.53,
  "homo_ev": -3.41,
  "species": ["I", "C", "C", "C", "O", "C", "N", "H", "H", "H", "H", "H", "H", "H", "H", "H", "H", "H"],
  "xyz": [[4.200, 3.283, -0.565], [-1.154, 0.652, 2.051], [-0.490, -0.322, 1.007], [-0.781, -0.012, -0.468], [-0.651, -1.068, -1.377], [0.345, -0.884, -2.339], [0.912, -0.506, 1.287], [-2.238, 0.612, 1.948], [-0.792, 1.641, 1.771], [-0.875, 0.439, 3.082], [-0.951, -1.274, 1.269], [-0.201, 0.823, -0.861], [-1.856, 0.125, -0.584], [0.321, -1.690, -3.072], [1.291, -0.803, -1.804], [0.271, -0.013, -2.990], [1.444, 0.278, 0.935], [1.207, -1.280, 0.709]]
}

***

Entry 2:
{
  "formula": "C4H11ISi",
  "method": "ωB97M-V/def2-TZVPD",
  "homo_lumo_gap_ev": [7.81, 7.81],
  "homo_ev": [-8.29, -8.29],
  "species": ["C", "C", "C", "C", "Si", "I", "H", "H", "H", "H", "H", "H", "H", "H", "H", "H", "H"],
  "xyz": [[-0.886, 1.380, 0.009], [1.615, 1.147, -0.683], [-1.801, -2.179, -0.271], [0.580, 0.962, 0.393], [0.523, -0.896, 1.048], [2.381, -2.200, 0.108], [-1.233, 1.304, -0.989], [-1.694, 0.923, 0.553], [-0.930, 2.492, 0.030], [1.295, 0.662, -1.576], [2.434, 0.561, -0.296], [2.029, 2.214, -0.721], [-2.557, -1.526, -0.483], [-1.256, -2.349, -1.145], [-2.073, -3.045, 0.232], [0.746, 1.595, 1.290], [0.826, -1.044, 2.500]]
}

***

Entry 3:
{
  "formula": "C4H11N2",
  "method": "ωB97M-V/def2-TZVPD",
  "spin_multiplicity": 2,
  "s_squared": 0.751,
  "homo_lumo_gap_ev": [4.23, 10.28],
  "homo_ev": [-3.32, -9.62],
  "species": ["C", "C", "C", "C", "N", "N", "H", "H", "H", "H", "H", "H", "H", "H", "H", "H", "H"],
  "xyz": [[0.541, 0.479, -1.290], [0.304, -0.826, -0.544], [0.044, -0.703, 0.947], [0.142, -1.731, 1.781], [-0.323, 0.617, 1.420], [-0.676, 1.357, -1.436], [1.263, 1.050, -0.725], [0.955, 0.339, -2.273], [-0.515, -1.363, -0.995], [1.209, -1.415, -0.737], [-0.016, -1.599, 2.829], [0.388, -2.737, 1.446], [0.471, 1.131, 1.707], [-0.969, 0.519, 2.182], [-0.407, 2.329, -1.132], [-1.006, 1.441, -2.430], [-1.404, 1.114, -0.751]]
}

***

Entry 4:
{
  "formula": "C4H11N2",
  "method": "ωB97M-V/def2-TZVPD",
  "total_charge": 1,
  "smiles": "C=C(N)CC[NH3+]",
  "homo_lumo_gap_ev": 9.98,
  "homo_ev": -13.31,
  "species": ["C", "C", "C", "C", "N", "N", "H", "H", "H", "H", "H", "H", "H", "H", "H", "H", "H"],
  "xyz": [[-0.562, -0.482, 1.397], [-0.793, 0.663, 0.400], [-0.228, 0.325, -0.945], [-0.949, 0.124, -2.031], [1.219, 0.357, -0.916], [0.886, -0.752, 1.641], [-1.103, -0.264, 2.320], [-1.060, -1.375, 1.038], [-1.871, 0.841, 0.407], [-0.358, 1.587, 0.784], [-0.500, -0.150, -2.976], [-2.017, 0.247, -2.116], [1.535, 1.302, -1.110], [1.655, -0.239, -1.619], [1.189, -1.705, 1.449], [1.411, -0.145, 0.978], [1.182, -0.450, 2.572]]
}

***

Entry 5:
{
  "formula": "C4H11N2",
  "method": "ωB97M-V/def2-TZVPD",
  "total_charge": 1,
  "smiles": "NCC/C=C\\[NH3+]",
  "homo_lumo_gap_ev": 10.39,
  "homo_ev": -13.55,
  "species": ["C", "C", "C", "C", "N", "N", "H", "H", "H", "H", "H", "H", "H", "H", "H", "H", "H"],
  "xyz": [[0.855, -1.316, -0.402], [-0.609, -1.003, -0.698], [-1.606, -0.206, 0.098], [-1.421, 1.017, 0.621], [-0.162, 1.667, 0.285], [1.651, -0.267, 0.366], [1.095, -2.173, 0.253], [1.331, -1.331, -1.386], [-0.597, -0.366, -1.625], [-1.018, -1.964, -0.996], [-2.585, -0.732, -0.113], [-1.947, 1.458, 1.466], [-0.109, 2.227, -0.577], [0.883, 0.986, 0.174], [0.083, 2.364, 0.979], [2.649, -0.388, 0.230], [1.507, 0.027, 1.325]]
}

***

Entry 6:
{
  "formula": "C4H11N2",
  "method": "ωB97M-V/def2-TZVPD",
  "total_charge": 1,
  "smiles": "C=[NH+]CCCN",
  "homo_lumo_gap_ev": 8.25,
  "homo_ev": -14.04,
  "species": ["C", "C", "C", "C", "N", "N", "H", "H", "H", "H", "H", "H", "H", "H", "H", "H", "H"],
  "xyz": [[0.988, -0.905, 0.926], [0.156, 0.383, 1.260], [0.097, 1.388, 0.149], [-1.197, 0.837, -2.085], [-0.428, 0.686, -1.037], [0.281, -1.697, -0.067], [1.970, -0.629, 0.721], [1.029, -1.396, 1.962], [0.550, 0.767, 2.217], [-0.945, 0.136, 1.294], [1.018, 1.980, -0.212], [-0.732, 2.113, 0.422], [-2.290, 0.879, -1.829], [-0.697, 0.607, -2.974], [0.813, -2.513, -0.436], [-0.223, -0.467, -0.886], [-0.390, -2.168, 0.575]]
}

***

Entry 7:
{
  "formula": "C4H11N2",
  "method": "ωB97M-V/def2-TZVPD",
  "total_charge": 1,
  "homo_lumo_gap_ev": 10.82,
  "homo_ev": -15.16,
  "species": ["C", "C", "C", "C", "N", "N", "H", "H", "H", "H", "H", "H", "H", "H", "H", "H", "H"],
  "xyz": [[-0.293, -2.448, 0.407], [-0.826, -0.036, 0.001], [-1.311, 0.247, -1.393], [2.127, 0.996, 0.158], [-0.504, -1.243, 0.255], [-1.101, 0.852, 0.968], [-1.087, -3.129, 0.807], [0.731, -2.845, 0.476], [-1.204, 1.352, -1.457], [-2.337, 0.148, -1.546], [-0.807, -0.368, -2.069], [1.579, 0.146, 0.560], [2.133, 0.773, -0.854], [3.181, 1.168, 0.645], [-0.816, 0.535, 1.910], [-1.081, 1.889, 0.728], [1.617, 1.964, 0.404]]
}

***

Entry 8:
{
  "formula": "C4H11N2",
  "method": "ωB97M-V/def2-TZVPD",
  "total_charge": 1,
  "smiles": "CCC/[NH+]=C\\N",
  "homo_lumo_gap_ev": 11.07,
  "homo_ev": -15.01,
  "species": ["C", "C", "C", "N", "C", "N", "H", "H", "H", "H", "H", "H", "H", "H", "H", "H", "H"],
  "xyz": [[1.705, -0.695, -1.802], [1.715, 0.349, -0.583], [0.574, 0.285, 0.360], [-1.661, -0.605, 1.641], [-1.819, 0.200, 0.542], [-0.760, 0.649, -0.124], [1.231, -1.659, -1.532], [0.995, -0.327, -2.604], [2.826, -0.750, -2.040], [1.884, 1.316, -1.152], [2.693, 0.228, -0.039], [0.801, 0.706, 1.435], [0.409, -0.821, 0.605], [-2.499, -0.811, 2.208], [-0.793, -0.778, 2.194], [-2.843, 0.353, 0.059], [-0.808, 1.404, -0.859]]
}

***

Entry 9:
{
  "formula": "C4H11N2",
  "method": "ωB97M-V/def2-TZVPD",
  "total_charge": 1,
  "smiles": "NCC/C=C/[NH3+]",
  "homo_lumo_gap_ev": 8.70,
  "homo_ev": -12.41,
  "species": ["C", "C", "C", "C", "N", "N", "H", "H", "H", "H", "H", "H", "H", "H", "H", "H", "H"],
  "xyz": [[0.698, 1.084, 1.554], [-0.562, 0.746, 0.759], [-0.229, -0.285, -0.281], [-1.108, -0.821, -1.114], [-0.724, -2.070, -1.858], [1.662, 1.742, 0.703], [0.449, 1.685, 2.437], [1.175, 0.193, 1.949], [-1.319, 0.341, 1.440], [-0.896, 1.665, 0.288], [0.802, -0.616, -0.315], [-2.181, -0.789, -0.944], [-0.842, -1.913, -2.858], [-1.383, -2.822, -1.613], [0.199, -2.371, -1.549], [2.632, 1.487, 0.792], [1.629, 2.743, 0.611]]
}

***

Entry 10:
{
  "formula": "C4H11N2",
  "method": "ωB97M-V/def2-TZVPD",
  "total_charge": 1,
  "homo_lumo_gap_ev": 9.86,
  "homo_ev": -13.42,
  "species": ["N", "C", "N", "H", "H", "H", "H", "H", "C", "C", "C", "H", "H", "H", "H", "H", "H"],
  "xyz": [[0.723, 0.276, 3.297], [0.410, 0.250, 2.023], [1.189, -0.190, 1.077], [1.583, -0.106, 3.657], [0.081, 0.662, 3.967], [-0.565, 0.630, 1.744], [0.839, -0.237, 0.115], [2.096, -0.591, 1.269], [-1.667, 0.509, -1.782], [-0.707, -0.631, -1.885], [0.610, -0.481, -2.021], [-2.161, 0.568, -0.809], [-1.188, 1.458, -2.018], [-2.487, 0.381, -2.494], [-1.093, -1.645, -1.886], [1.248, -1.346, -2.166], [1.089, 0.491, -2.088]]
}

***

Entry 11:
{
  "formula": "C4H11N2",
  "method": "ωB97M-V/def2-TZVPD",
  "total_charge": 1,
  "homo_lumo_gap_ev": 10.40,
  "homo_ev": -14.72,
  "species": ["C", "C", "C", "C", "N", "N", "H", "H", "H", "H", "H", "H", "H", "H", "H", "H", "H"],
  "xyz": [[-1.738, 0.683, -0.158], [-3.128, 0.334, 0.115], [3.018, -0.245, 1.101], [1.788, -0.041, 0.338], [-0.843, -0.126, -0.655], [1.582, 0.129, -0.919], [-1.296, 1.708, -0.042], [-3.655, -0.223, -0.604], [-3.538, 1.264, 0.473], [-3.027, -0.399, 1.015], [2.847, 0.020, 2.102], [2.932, -1.335, 0.874], [3.952, 0.139, 0.704], [0.917, -0.142, 0.933], [-1.172, -1.007, -1.209], [0.120, 0.251, -0.987], [2.388, 0.136, -1.446]]
}

***

Entry 12:
{
  "formula": "C4H11N2",
  "method": "ωB97M-V/def2-TZVPD",
  "total_charge": 1,
  "smiles": "CC/C(N)=C/[NH3+]",
  "homo_lumo_gap_ev": 7.61,
  "homo_ev": -12.12,
  "species": ["C", "C", "C", "C", "N", "N", "H", "H", "H", "H", "H", "H", "H", "H", "H", "H", "H"],
  "xyz": [[0.860, -0.539, -2.102], [0.498, 0.677, -1.221], [0.386, 0.196, 0.225], [-0.517, 0.603, 1.226], [-2.016, 0.169, 1.445], [1.037, -0.988, 0.527], [1.030, -0.201, -3.142], [1.884, -0.988, -1.776], [0.021, -1.226, -2.186], [1.334, 1.469, -1.300], [-0.398, 1.254, -1.529], [-0.484, 1.676, 1.356], [-2.270, 0.697, 2.231], [-2.091, -0.858, 1.463], [-2.490, 0.541, 0.689], [1.880, -1.220, 0.072], [1.073, -1.032, 1.539]]
}

***

Across the entries above, ΔE to the lowest compared entry with this formula, charge and spin takes the values 72.9, 348.9, 198.0, 116.3, 279.5, 445.3, 246.8, 145.0, 193.2, 96.9, 240.7, 392.1 kJ/mol, respectively.